102
Properties=species:S:1:pos:R:3 method="wB97M-V/def2-TZVPD" de_lowest_kj_mol=352.7 orbital_gap_ev="4.46 / 4.60" charge=+1
La 10.6412 11.6895 11.5026
C 8.0529 10.1026 12.4253
C 7.8402 9.3582 11.2537
C 7.8166 10.0419 10.0438
C 7.8064 11.4530 9.9991
C 7.9086 12.1599 11.1539
C 7.9835 11.4845 12.4063
H 8.3779 9.6689 13.3481
H 7.9450 8.2292 11.2599
H 7.9435 9.5454 9.0716
H 7.6429 12.0035 9.0931
H 7.8938 13.2734 11.2116
H 7.8228 11.9950 13.3849
I 11.2027 8.8601 9.6517
C 13.4340 9.0795 9.5189
C 14.1336 8.0001 10.0670
C 15.2885 7.5410 9.3929
C 15.8757 8.1768 8.3789
C 15.1822 9.2850 7.8383
C 15.6493 9.9461 6.6115
C 14.8643 10.9052 6.0325
C 13.7318 11.4465 6.6979
C 13.5143 11.1095 8.0293
P 12.5886 12.2046 9.1225
C 13.8429 13.2882 9.8338
C 13.3454 14.5297 10.2477
C 14.2522 15.5234 10.6402
C 15.6611 15.2740 10.4896
C 16.1416 14.0225 10.0126
C 15.2088 13.0171 9.7778
C 11.6295 13.3080 8.0125
C 10.4742 12.7402 7.5804
C 9.6668 13.4549 6.6957
C 10.0340 14.6815 6.1870
C 11.3220 15.1094 6.4408
C 12.1562 14.4384 7.3793
C 14.0442 9.8721 8.5120
H 13.7440 7.3838 10.8825
H 15.6696 6.6218 9.7630
H 16.8037 7.7872 7.9427
H 16.4957 9.6274 6.1135
H 15.0748 11.1819 5.0220
H 13.0369 12.1231 6.1979
H 12.2747 14.6760 10.3112
H 13.8970 16.4344 11.1467
H 16.3801 16.0958 10.6942
H 17.1970 13.8505 9.8666
H 15.5866 12.0076 9.6685
H 10.1722 11.7210 7.8486
H 8.6998 13.0403 6.4856
H 9.3596 15.2907 5.5637
H 11.7263 16.0160 5.9915
H 13.1054 14.8082 7.6710
C 15.1538 11.1230 13.8739
Si 13.4975 10.5651 14.6678
C 13.2564 8.7234 14.5128
C 13.5073 10.9539 16.4941
C 11.9438 11.4933 13.8977
C 11.3630 12.6252 13.6730
H 15.8208 10.2875 14.0520
H 15.5521 11.9585 14.5165
H 15.3184 11.4601 12.8466
H 14.0212 8.1473 14.9589
H 13.1941 8.4902 13.3952
H 12.2551 8.5146 14.9236
H 13.6134 10.1724 17.2149
H 12.5605 11.4470 16.7046
H 14.3197 11.5980 16.8641
C 7.2240 14.2274 16.6420
C 6.9687 14.8769 15.4100
C 7.9112 14.9042 14.3613
C 9.1121 14.2381 14.4927
C 9.4345 13.7630 15.7494
C 8.5329 13.7874 16.8329
Si 10.5913 14.2561 13.3010
C 10.0804 15.6420 12.0027
C 8.9897 15.6414 11.1039
C 8.4129 16.8130 10.5986
C 8.9618 18.0715 11.0078
C 10.1807 18.0655 11.6892
C 10.8267 16.8825 11.9927
C 12.0960 14.9916 14.0598
C 11.8375 16.1400 14.8648
C 12.8316 16.6264 15.6978
C 14.0492 15.9355 15.7654
C 14.3819 14.9282 14.8673
C 13.3565 14.4477 13.9977
H 6.4533 14.0311 17.3789
H 6.0103 15.4058 15.2352
H 7.6577 15.3455 13.3931
H 10.3715 13.2228 15.8825
H 8.9534 13.3896 17.7582
H 8.6152 14.6109 10.7534
H 7.5814 16.7123 9.8674
H 8.4208 18.9981 10.8527
H 10.5221 19.0281 11.9970
H 11.8893 16.9048 12.3246
H 10.7996 16.5841 14.8039
H 12.5955 17.4619 16.3827
H 14.7565 16.1135 16.5785
H 15.3141 14.3832 14.9390
H 13.5723 13.5743 13.3924